No. 1
# C4H12NOS

2 unconnected molecules or ions with the total composition C4H12NOS (ωB97M-V/def2-TZVPD, the OMol25 dataset).

Output
molar mass	122.213	Da
energy above the lowest of the compared OMol25 structures with the same formula, charge and spin	29.9	kcal per mole
E_HOMO	-2.722	eV
strongest force on any atom	2.3	eV/A

Geometry as ORCA input:
```
! wB97M-V def2-TZVPD RIJCOSX def2/J DEFGRID3
* xyz -1 1
S 1.68 1.00 -0.78
O -0.81 2.63 -1.99
N -1.45 -0.88 0.76
C 0.64 -1.75 1.74
C 0.00 -0.84 0.69
C -2.05 -1.97 -0.02
C 0.62 0.57 0.62
H -1.78 -1.08 1.70
H 0.06 2.21 -1.78
H 1.73 -1.76 1.60
H -0.56 3.54 -1.78
H -3.13 -1.96 0.14
H 0.29 -1.43 -0.22
H -0.26 1.26 0.53
H 0.35 -1.68 2.80
H 1.03 0.82 1.67
H -1.98 -2.06 -1.11
H 0.16 -2.76 1.63
H -1.51 -2.92 0.26
*
```


No. 2
# C6H6N2S

C6H6N2S in the gas phase (ωB97M-V/def2-TZVPD, the OMol25 dataset).

Output
molar mass	138.195	Da
SMILES string	C#Cc1c(C)nsc1N
energy above the lowest of the compared OMol25 structures with the same formula, charge and spin	35.9	kcal per mole
E_HOMO	-8.311	eV
strongest force on any atom	5.8	eV/A

Geometry as ORCA input:
```
! wB97M-V def2-TZVPD RIJCOSX def2/J DEFGRID3
* xyz 0 1
S 2.60 0.16 0.07
N 1.26 -2.32 0.10
N 1.63 1.44 0.00
C -0.60 2.34 0.05
C -2.26 -1.30 -0.04
C -1.21 -0.74 -0.10
C 1.23 -0.98 -0.08
C 0.36 1.16 -0.02
C 0.11 -0.22 -0.01
H -1.11 2.31 0.92
H -1.28 2.42 -0.91
H -3.08 -1.88 0.12
H 0.30 -2.83 0.27
H 0.01 3.34 -0.06
H 2.04 -2.90 -0.30
*
```


No. 3
# C27H27BBr2F4N5NaO3S

A molecular structure, C27H27BBr2F4N5NaO3S (ωB97M-V/def2-TZVPD, the OMol25 dataset).

Output
molar mass	771.214	Da
energy above the lowest of the compared OMol25 structures with the same formula, charge and spin	20.4	kcal per mole
E_HOMO	-1.781	eV
strongest force on any atom	1.8	eV/A

Geometry as ORCA input:
```
! wB97M-V def2-TZVPD RIJCOSX def2/J DEFGRID3
* xyz -2 1
Br -1.75 -4.19 -6.26
Br 2.82 -1.92 -3.83
S 2.14 1.43 2.19
Na 1.31 -0.20 -0.08
F 3.07 -4.72 0.74
F 3.21 -3.55 2.72
F 4.81 -3.24 1.09
F 2.66 -2.45 0.77
O -0.31 -2.83 0.96
O 0.88 -1.27 -1.66
O -2.96 3.17 0.97
N -1.87 -1.79 -1.51
N -1.91 1.34 1.82
N -0.88 -0.51 2.73
N -1.78 3.44 2.89
N 1.24 2.14 -0.61
C -2.05 4.87 2.88
C 0.28 -1.89 -2.59
C -1.16 -2.19 -2.58
C 4.23 4.33 -0.65
C 2.38 2.76 -0.22
C -0.74 1.59 3.90
C 0.72 2.38 -1.80
C 0.37 -3.00 -4.81
C 1.37 3.21 -2.73
C 3.07 3.66 -1.09
C -0.97 -3.27 -4.77
C -1.05 2.89 3.89
C 2.53 3.84 -2.38
C 4.03 3.23 1.49
C -1.16 0.81 2.77
C 2.90 2.52 1.10
C -2.26 2.64 1.82
C 0.96 -2.33 -3.74
C -3.90 -1.59 -0.22
C -3.16 -3.08 -3.60
C -0.60 1.75 -2.11
C -3.17 -2.02 -1.45
C 0.10 -3.67 2.04
C -3.85 -2.66 -2.50
C 4.69 4.12 0.63
C -1.14 -4.13 2.78
C -1.77 -2.87 -3.68
B 3.45 -3.50 1.33
H -0.72 3.57 4.67
H 0.78 -3.13 2.71
H 0.95 3.36 -3.72
H -0.97 2.05 -3.08
H -3.67 -3.57 -4.42
H 0.48 -2.62 0.43
H -1.04 -1.02 1.86
H -0.50 0.66 -2.08
H 0.65 -4.53 1.65
H -2.86 5.11 3.57
H -1.88 -4.46 2.06
H -1.15 5.42 3.16
H 3.06 4.47 -3.08
H -4.92 -2.81 -2.43
H 5.57 4.64 0.97
H 4.73 5.02 -1.32
H -2.36 5.14 1.88
H -1.33 2.02 -1.34
H -4.96 -1.43 -0.43
H -0.08 -0.81 3.26
H -0.89 -4.95 3.45
H 4.41 3.07 2.49
H -0.14 1.16 4.68
H -1.57 -3.31 3.37
H -3.82 -2.36 0.55
H 0.97 -3.29 -5.66
H -3.47 -0.68 0.18
*
```


No. 4
# C28H28F6N3O2

2 unconnected molecules or ions with the total composition C28H28F6N3O2 (ωB97M-V/def2-TZVPD, the OMol25 dataset).

Output
molar mass	552.539	Da
E_HOMO	-10.933	eV
strongest force on any atom	1.7	eV/A

Geometry as ORCA input:
```
! wB97M-V def2-TZVPD RIJCOSX def2/J DEFGRID3
* xyz 1 1
F -5.50 -3.28 1.61
F -7.68 0.99 -2.90
F -7.08 -1.10 -3.21
F -8.70 -0.63 -1.81
F -4.75 -1.78 3.03
F -6.92 -1.95 2.67
O -1.93 0.85 1.24
O 7.55 -1.13 1.30
N -3.52 1.88 -0.13
N 2.01 1.87 0.29
N -1.56 2.94 0.38
C 1.24 -1.48 -0.56
C -5.69 -1.99 2.06
C 4.91 -0.63 -1.09
C -6.54 -1.04 -0.10
C -1.29 -2.56 0.14
C 7.90 -1.61 2.62
C 0.23 -1.70 -1.54
C 6.34 -1.31 0.74
C 2.49 2.94 -1.79
C 2.49 -0.92 -0.95
C -2.31 1.81 0.56
C -7.48 -0.20 -2.26
C 4.05 -2.12 0.65
C 5.28 -2.08 1.28
C 0.92 -1.79 0.79
C 0.97 3.05 -1.49
C -5.60 -0.99 0.93
C -0.18 3.02 0.81
C -1.01 -2.23 -1.20
C 3.77 -1.24 -0.45
C 3.11 2.34 -0.51
C -6.48 -0.10 -1.13
C -5.49 0.88 -1.14
C 0.72 2.26 -0.19
C -0.29 -2.39 1.11
C 6.15 -0.69 -0.53
C -4.59 -0.03 0.92
C -4.53 0.91 -0.12
H 2.15 1.81 1.30
H -1.98 3.74 -0.08
H 2.65 2.29 -2.65
H 4.76 -0.08 -2.03
H 7.85 -2.70 2.68
H 0.71 4.11 -1.35
H -7.31 -1.80 -0.08
H -2.26 -2.98 0.41
H 7.01 -0.19 -0.96
H -1.77 -2.38 -1.96
H 5.44 -2.64 2.21
H 1.64 -1.54 1.57
H 2.94 3.92 -1.98
H 3.75 3.08 0.02
H -0.49 -2.69 2.14
H -3.83 -0.03 1.68
H 0.46 -1.48 -2.58
H 8.93 -1.27 2.71
H -0.09 2.58 1.82
H 2.48 -0.30 -1.85
H -5.46 1.60 -1.95
H 3.76 1.48 -0.78
H -3.59 2.61 -0.83
H 3.27 -2.80 1.00
H 0.12 4.08 0.83
H 0.35 2.63 -2.29
H 0.22 1.32 -0.44
H 7.28 -1.14 3.40
*
```


No. 5
# C2H3INO2

A gas-phase ion, C2H3INO2 (charge -1) (ωB97M-V/def2-TZVPD, the OMol25 dataset).

Output
molar mass	199.955	Da
SMILES string	CN(I)C(=O)[O-]
energy above the lowest of the compared OMol25 structures with the same formula, charge and spin	36.2	kcal per mole
E_HOMO	-3.674	eV
strongest force on any atom	2.8	eV/A

Geometry as ORCA input:
```
! wB97M-V def2-TZVPD RIJCOSX def2/J DEFGRID3
* xyz -1 1
I 2.62 0.40 1.82
O 1.21 1.93 -1.80
O 3.27 1.34 -1.07
N 1.40 0.45 0.15
C 0.11 -0.20 0.10
C 2.05 1.36 -1.16
H -0.43 0.25 -0.85
H 0.18 -1.37 0.12
H -0.53 0.10 0.99
*
```


No. 6
# C18H23N3O5

C18H23N3O5 in the gas phase (ωB97M-V/def2-TZVPD, the OMol25 dataset).

Output
molar mass	361.398	Da
SMILES string	COc1ccc(-c2noc(CCC(=O)NC[C@H]3CCCO3)n2)cc1OC
energy above the lowest of the compared OMol25 structures with the same formula, charge and spin	64.5	kcal per mole
E_HOMO	-8.284	eV
strongest force on any atom	1.2	eV/A

Geometry as ORCA input:
```
! wB97M-V def2-TZVPD RIJCOSX def2/J DEFGRID3
* xyz 0 1
O -2.77 2.74 0.63
O -4.63 -1.69 -0.06
O 4.80 2.28 0.03
O 5.80 -0.09 -0.17
O 0.63 -4.12 0.15
N -2.56 -0.93 0.45
N 1.77 -3.37 0.09
N 0.00 -2.03 0.25
C -2.72 1.49 -0.03
C -4.83 2.46 -0.51
C 3.90 1.26 0.07
C -2.98 0.35 0.98
C 6.41 -1.36 -0.28
C -2.76 -3.09 -0.62
C 4.45 -0.04 -0.05
C -0.39 -3.27 0.25
C 4.33 3.60 0.14
C 3.61 -1.14 -0.02
C 2.23 -0.97 0.12
C -3.96 3.44 0.28
C -3.42 -1.83 -0.04
C 1.37 -2.12 0.15
C 2.53 1.41 0.20
C 1.69 0.31 0.23
C -3.79 1.53 -1.13
C -1.78 -3.79 0.34
H -2.25 -2.82 -1.54
H -2.42 0.56 1.89
H -4.19 0.54 -1.35
H -3.69 4.31 -0.33
H -1.71 1.37 -0.44
H -1.56 -1.11 0.38
H -4.44 3.79 1.20
H 5.21 4.23 0.08
H -1.73 -4.86 0.11
H -5.49 1.91 0.15
H 2.09 2.40 0.29
H -3.38 1.97 -2.04
H 3.82 3.77 1.09
H 3.99 -2.14 -0.10
H -2.13 -3.68 1.37
H 7.47 -1.16 -0.37
H 6.06 -1.89 -1.17
H 3.65 3.85 -0.69
H -3.57 -3.78 -0.87
H 0.63 0.44 0.34
H -4.04 0.28 1.21
H -5.44 2.97 -1.26
H 6.22 -1.97 0.61
*
```


No. 7
# C25H29N3O2

C25H29N3O2 in the gas phase (ωB97M-V/def2-TZVPD, the OMol25 dataset).

Output
molar mass	403.526	Da
SMILES string	O[C@H](COc1ccccc1CNCc1cccnc1)CN1CCc2ccccc2C1
energy above the lowest of the compared OMol25 structures with the same formula, charge and spin	44.3	kcal per mole
E_HOMO	-7.878	eV
strongest force on any atom	0.7	eV/A

Geometry as ORCA input:
```
! wB97M-V def2-TZVPD RIJCOSX def2/J DEFGRID3
* xyz 0 1
O -2.14 -0.89 -0.36
O -0.99 1.97 -1.03
N -0.11 -2.99 0.66
N 1.29 0.34 -1.21
N -1.49 3.22 1.99
C -1.08 -1.13 -3.88
C 1.59 -1.99 -0.74
C -1.13 -3.45 -0.28
C 1.17 2.16 1.92
C 1.12 -0.72 -0.43
C 0.54 0.42 3.45
C 1.75 -0.21 3.26
C -1.59 -0.58 -2.72
C 2.69 0.35 2.40
C 2.39 1.52 1.74
C 2.00 0.19 -2.32
C -1.14 -2.64 -1.55
C 1.25 -3.13 0.18
C -1.63 1.48 0.12
C -2.25 2.67 0.89
C -1.10 2.28 3.02
C 2.35 -2.13 -1.89
C -0.62 -2.43 -3.89
C -1.63 -1.32 -1.54
C -0.40 4.11 1.67
C 2.57 -1.02 -2.69
C -2.69 0.41 -0.22
C 0.23 1.60 2.78
C 0.85 3.40 1.13
C -0.65 -3.17 -2.72
H 2.11 1.08 -2.92
H 1.92 -3.10 1.04
H -0.15 4.65 2.59
H -3.25 0.71 -1.11
H -0.20 -0.01 4.11
H 2.75 -3.10 -2.17
H -0.23 -3.49 1.54
H 3.64 -0.14 2.25
H 1.97 -1.13 3.78
H -1.00 -4.51 -0.54
H -0.23 -2.86 -4.80
H 0.54 -0.58 0.47
H -2.43 3.47 0.17
H -0.20 1.43 -1.22
H 0.69 3.12 0.09
H -3.38 0.31 0.62
H -0.90 0.99 0.78
H -1.88 1.53 3.13
H -0.75 4.84 0.94
H -2.10 -3.33 0.23
H 3.15 -1.09 -3.60
H 1.43 -4.09 -0.35
H 1.70 4.09 1.15
H -1.05 -0.53 -4.78
H -1.93 0.45 -2.73
H 3.12 1.96 1.06
H -0.28 -4.19 -2.73
H -3.22 2.36 1.31
H -1.03 2.84 3.96
*
```


No. 8
# C25H24Cl2N6RuS2

A molecular structure, C25H24Cl2N6RuS2 (ωB97M-V/def2-TZVPD, the OMol25 dataset).

Output
molar mass	644.619	Da
expectation value of S²	8.78
energy above the lowest of the compared OMol25 structures with the same formula, charge and spin	22.5	kcal per mole
E_HOMO (alpha / beta)	-10.453 / -10.718	eV
strongest force on any atom	3.5	eV/A

Geometry as ORCA input:
```
! wB97M-V def2-TZVPD RIJCOSX def2/J DEFGRID3
* xyz 1 6
Ru -0.73 0.05 0.17
Cl -3.74 -0.65 0.23
Cl -2.33 1.31 -4.74
S -1.83 1.30 -1.60
S 0.89 1.84 0.31
N -1.48 0.94 2.12
N 1.89 -0.02 -1.52
N 0.69 -1.21 2.74
N -0.71 -2.26 0.33
N 0.84 -0.74 -1.02
N 2.90 2.06 -1.45
C 0.93 4.17 5.56
C 0.34 3.03 6.09
C -0.31 -4.16 -1.12
C 1.94 1.22 -0.99
C 3.74 1.63 -2.56
C 2.76 0.32 2.91
C -3.80 -0.68 -1.58
C -1.59 -4.34 0.94
C 0.80 4.46 4.21
C 1.64 -0.57 2.79
C -0.31 2.15 5.21
C -4.82 -1.57 -3.53
C -4.66 -1.56 -2.14
C 2.94 1.55 -3.89
C 0.74 -1.96 -1.54
C 1.55 -2.43 -2.70
C -1.35 -3.00 1.18
C -1.11 1.68 2.92
C -0.49 2.56 3.88
C -0.03 3.71 3.37
C -4.07 -0.75 -4.35
C -0.16 -2.81 -0.79
C -3.16 0.10 -3.74
C -1.11 -4.89 -0.21
C -2.96 0.12 -2.35
H 2.62 -2.61 -2.43
H -0.73 1.20 5.57
H -5.39 -2.34 -4.05
H 2.78 3.03 -1.15
H -1.31 -6.00 -0.34
H -0.23 4.00 2.37
H 0.30 2.72 7.13
H -5.21 -2.31 -1.54
H 1.61 -1.70 -3.50
H 3.63 -0.30 2.72
H -2.14 -4.99 1.58
H -1.72 -2.45 2.08
H 1.25 5.40 3.85
H 2.75 0.74 3.90
H 4.49 2.39 -2.57
H 1.11 -3.40 -2.97
H 1.97 1.14 -3.66
H 4.23 0.73 -2.29
H 3.43 1.05 -4.73
H 0.14 -4.68 -2.00
H 2.76 2.58 -4.17
H 2.70 1.10 2.17
H 1.35 4.90 6.26
H -4.22 -0.82 -5.40
*
```


No. 9
# C35H47BaCl2N5O2SSi

A molecular structure, C35H47BaCl2N5O2SSi (ωB97M-V/def2-TZVPD, the OMol25 dataset).

Output
molar mass	838.181	Da
energy above the lowest of the compared OMol25 structures with the same formula, charge and spin	43.9	kcal per mole
E_HOMO	-6.010	eV
strongest force on any atom	4.3	eV/A

Geometry as ORCA input:
```
! wB97M-V def2-TZVPD RIJCOSX def2/J DEFGRID3
* xyz 0 1
Ba -0.35 0.06 -0.65
Cl 2.28 -1.24 -4.53
Cl -0.29 -5.87 -5.56
S 1.33 2.11 1.57
Si -3.63 1.79 0.30
O 0.64 -1.23 -2.13
O -1.18 -2.33 -0.41
N 2.84 0.21 -0.27
N 1.20 -1.12 1.53
N 1.22 3.24 -4.21
N -2.53 0.01 2.31
N 0.61 1.99 -2.17
C -2.77 5.23 2.55
C 1.70 0.94 2.92
C -6.29 1.18 -0.54
C -0.72 -4.38 -3.35
C -1.66 3.84 0.43
C -1.59 5.68 1.98
C 2.17 4.33 -4.13
C 0.92 -3.54 -4.90
C -1.04 4.99 0.92
C 0.43 -2.25 -2.85
C -3.43 -1.37 4.20
C -3.39 4.08 2.06
C 0.90 2.57 -3.13
C -1.25 -3.20 -1.27
C -2.84 3.36 1.00
C -5.45 2.21 -0.09
C 1.06 -0.45 2.81
C -7.58 1.43 -0.97
C 2.98 2.41 0.86
C 1.13 -2.46 -4.09
C -2.73 1.21 -1.19
C -8.07 2.73 -0.96
C 3.35 1.55 -0.37
C -0.51 -3.27 -2.51
C -2.13 1.04 3.30
C -2.61 -1.32 2.91
C 2.49 -1.71 1.21
C -0.03 -4.51 -4.52
C -7.26 3.77 -0.52
C 3.49 -0.67 0.68
C -1.71 0.45 4.64
C -2.88 -0.35 5.23
C 0.95 2.66 -5.52
C -5.97 3.51 -0.10
C -3.76 0.38 1.59
H 2.74 -0.23 -1.18
H 3.70 2.27 1.67
H 2.94 -2.23 2.07
H 0.49 -1.83 1.46
H -1.60 -1.68 3.11
H 1.47 -1.06 3.64
H -3.38 0.50 -1.72
H -0.83 -0.19 4.53
H -3.04 -2.00 2.16
H -3.22 5.77 3.38
H -3.67 0.35 5.51
H -4.60 0.58 2.29
H -1.10 6.57 2.37
H 2.78 0.88 3.02
H 1.87 5.13 -4.81
H 2.33 -2.45 0.42
H 0.65 3.45 -6.21
H 3.18 4.00 -4.39
H -0.12 5.34 0.46
H -3.40 -2.38 4.60
H -2.59 2.06 -1.87
H -2.56 -0.86 6.14
H 1.31 1.40 3.83
H -9.08 2.93 -1.30
H -5.91 0.17 -0.56
H -7.64 4.78 -0.51
H 2.19 4.73 -3.11
H -1.33 1.66 2.88
H 1.83 2.16 -5.93
H -1.45 -5.13 -3.07
H 2.90 2.00 -1.25
H -1.44 1.26 5.31
H 4.36 -1.20 0.26
H -2.97 1.71 3.49
H 3.86 -0.07 1.51
H 0.14 1.94 -5.44
H -4.32 3.75 2.51
H -1.94 -4.06 -1.11
H -4.47 -1.14 3.97
H -0.01 -0.34 2.98
H -8.20 0.62 -1.32
H 2.99 3.46 0.59
H -4.05 -0.50 1.01
H 4.44 1.59 -0.49
H -5.34 4.33 0.24
H -1.22 3.31 -0.41
H 1.46 -3.65 -5.82
*
```


No. 10
# C5H9MgO4Sr

A molecular structure, C5H9MgO4Sr (ωB97M-V/def2-TZVPD, the OMol25 dataset).

Output
molar mass	245.048	Da
E_HOMO	-9.611	eV
strongest force on any atom	5.5	eV/A

Geometry as ORCA input:
```
! wB97M-V def2-TZVPD RIJCOSX def2/J DEFGRID3
* xyz 1 1
Sr -1.59 3.56 -1.52
Mg -0.51 1.07 0.31
O -0.15 -0.43 1.64
O 1.29 -0.59 -0.96
O 0.34 2.21 -1.19
O -2.03 1.44 -0.91
C -0.06 -1.55 0.72
C -0.08 -0.99 -0.68
C 1.62 0.31 -1.93
C -0.31 -0.73 3.01
C 1.27 1.61 -1.96
H -0.93 -2.20 0.90
H 0.88 -2.08 0.98
H -0.52 0.21 3.54
H 1.54 2.18 -2.86
H -0.36 -1.79 -1.38
H 2.26 -0.09 -2.71
H -1.15 -1.42 3.17
H -2.15 0.46 -1.56
H 0.63 -1.17 3.38
*
```


No. 11
# C5H7NO

C5H7NO in the gas phase (ωB97M-V/def2-TZVPD, the OMol25 dataset).

Output
molar mass	97.117	Da
SMILES string	C1=CN=COCC1
energy above the lowest of the compared OMol25 structures with the same formula, charge and spin	73.5	kcal per mole
E_HOMO	-8.316	eV
strongest force on any atom	2.2	eV/A

Geometry as ORCA input:
```
! wB97M-V def2-TZVPD RIJCOSX def2/J DEFGRID3
* xyz 0 1
O 1.33 0.54 0.95
N 1.05 -1.48 -0.31
C -0.10 -1.18 -1.03
C 1.64 -0.70 0.48
C -0.99 -0.23 -0.80
C 0.28 1.30 0.39
C -1.17 0.35 0.51
H -1.70 0.08 -1.56
H 0.66 1.65 -0.61
H -2.25 0.62 0.45
H 0.15 2.16 1.01
H -0.37 -1.81 -1.85
H 2.59 -1.02 0.93
H -1.13 -0.27 1.44
*
```


- Which of these has the highest strongest force on any atom?
  C6H6N2S